C63H41B3O11 | ωB97M-V/def2-TZVPD

XYZ file:
```
118
Properties=species:S:1:pos:R:3:forces:R:3
B 1.258793 -4.938128 -2.755821 -0.188 0.103 0.388
O 2.020284 -5.888986 -2.080628 -0.422 -0.139 -0.427
B 2.196905 -7.090080 -2.749131 0.113 -0.553 0.223
O 2.045886 -7.160379 -4.114480 0.565 0.698 0.294
B 2.144639 -5.868412 -4.646177 -0.424 -0.620 -0.656
C 3.266372 -5.544355 -5.692490 -0.023 0.498 0.164
C 3.741125 -4.106783 -5.676711 0.163 0.163 -0.132
C 5.103369 -3.840031 -5.550531 -0.249 0.362 0.015
C 5.558333 -2.529290 -5.500470 0.020 0.144 -0.007
C 4.677727 -1.456091 -5.580113 -0.056 -0.224 -0.004
C 3.322437 -1.707590 -5.731877 0.056 -0.522 0.040
C 2.871469 -3.021316 -5.780019 -0.023 -0.134 -0.001
O 1.259173 -4.942338 -4.123517 0.481 0.123 0.156
H 0.608348 -4.164570 -2.139003 0.038 0.083 -0.027
H 2.519311 -8.059256 -2.145052 -0.087 0.010 0.055
H 4.124662 -6.169230 -5.455777 0.016 -0.284 -0.002
H 2.965196 -5.842055 -6.697537 -0.179 -0.037 -0.127
H 5.811243 -4.652513 -5.490584 0.085 -0.132 0.034
H 6.615479 -2.336380 -5.396797 0.121 -0.004 0.023
H 5.045205 -0.444215 -5.517852 0.068 0.117 -0.022
H 2.590104 -0.920196 -5.797284 0.023 0.262 -0.015
H 1.814589 -3.212274 -5.878620 -0.151 0.016 -0.030
C 3.146918 -4.098283 0.241617 0.066 0.167 0.094
C 3.390531 -2.728728 0.262572 -0.015 -0.052 0.024
C 2.954819 -1.960582 1.328863 0.052 0.025 -0.110
C 2.264275 -2.558525 2.375622 -0.047 -0.097 0.021
C 2.002357 -3.930919 2.345185 -0.013 0.093 0.038
C 2.453999 -4.698239 1.279456 0.042 -0.032 -0.115
C 1.225730 -4.584677 3.435315 -0.023 -0.174 -0.013
O 1.000213 -5.776489 3.416101 -0.005 0.026 0.001
C 0.723795 -3.729328 4.548864 0.037 0.087 -0.044
C -0.047031 -4.305774 5.550307 -0.079 -0.009 0.115
C -0.513728 -3.529882 6.597792 -0.021 0.004 0.012
C -0.206403 -2.174653 6.654722 -0.001 -0.020 -0.014
C 0.558795 -1.594297 5.657837 -0.071 0.013 0.102
C 1.020366 -2.365604 4.598176 0.013 -0.067 -0.038
C 1.816867 -1.719180 3.518971 0.055 0.185 -0.067
O 2.089605 -0.535865 3.562108 0.011 -0.127 0.091
H 3.493141 -4.694339 -0.587225 0.016 -0.051 -0.024
H 3.921389 -2.260417 -0.556289 0.014 0.001 0.006
H 3.144782 -0.896193 1.351693 -0.032 0.008 0.078
H 2.255636 -5.760921 1.263751 -0.058 0.002 0.062
H -0.280103 -5.360535 5.502268 0.066 -0.020 -0.073
H -1.118762 -3.978922 7.375405 0.006 0.018 0.024
H -0.568897 -1.572729 7.477392 -0.012 -0.007 0.007
H 0.798223 -0.540750 5.694865 0.042 0.003 -0.082
C 0.349946 3.248346 3.815035 0.058 0.007 -0.072
C 1.434986 2.404311 3.601941 -0.114 0.206 0.044
C 2.186748 2.521885 2.445749 0.019 -0.076 0.084
C 1.851990 3.473939 1.492473 -0.071 0.080 -0.025
C 0.750671 4.310165 1.698679 0.075 -0.034 -0.066
C 0.008157 4.199290 2.866943 -0.051 -0.073 0.120
C 0.346293 5.311342 0.673666 -0.141 0.112 0.038
O -0.605187 6.043039 0.852593 0.021 -0.018 -0.008
C 1.140976 5.385364 -0.585909 0.058 -0.077 0.012
C 0.753381 6.275453 -1.579749 0.014 0.052 -0.110
C 1.485850 6.366845 -2.751292 0.012 0.026 -0.051
C 2.614647 5.573677 -2.931036 -0.041 0.002 0.020
C 3.002996 4.681154 -1.946480 0.033 0.037 -0.138
C 2.264666 4.577754 -0.774336 -0.079 0.030 0.061
C 2.681418 3.590213 0.261226 0.152 -0.115 -0.014
O 3.665684 2.897566 0.100516 -0.040 0.005 -0.012
H -0.234697 3.159144 4.721512 0.001 0.006 0.007
H 1.693607 1.655307 4.332318 0.028 -0.059 0.016
H 3.031741 1.869642 2.278589 0.022 0.022 -0.059
H -0.837161 4.854717 3.024477 0.004 0.038 -0.089
H -0.122991 6.890838 -1.431663 -0.011 -0.024 0.094
H 1.181214 7.056533 -3.528918 0.001 -0.007 -0.013
H 3.190215 5.652492 -3.844582 0.006 0.015 -0.003
H 3.877268 4.059456 -2.081228 -0.012 -0.050 0.086
C 1.000955 3.485524 -8.809258 0.005 0.026 0.036
C 1.257697 3.813001 -7.481849 -0.013 0.005 -0.044
C 1.108044 5.118447 -7.046881 0.029 -0.114 0.046
C 0.709642 6.105653 -7.939792 -0.021 0.023 -0.094
C 0.469145 5.779941 -9.276061 0.013 0.068 0.073
C 0.608076 4.465858 -9.704327 0.031 -0.132 0.006
C 0.078133 6.827751 -10.261381 -0.041 -0.048 -0.171
O -0.137645 6.544684 -11.420691 0.010 0.007 0.023
C -0.033949 8.234225 -9.781347 0.034 -0.023 0.097
C -0.347565 9.236381 -10.690316 -0.034 0.126 -0.053
C -0.467597 10.546710 -10.259989 0.006 -0.008 0.053
C -0.282045 10.861533 -8.917832 -0.004 -0.026 -0.040
C 0.034921 9.867537 -8.008043 -0.017 0.134 -0.008
C 0.167295 8.552812 -8.436502 0.000 -0.068 -0.070
C 0.537593 7.501639 -7.449077 0.032 -0.001 0.169
O 0.700252 7.772234 -6.277170 0.017 0.029 0.041
H 1.111215 2.462995 -9.145204 0.004 -0.006 -0.002
H 1.573042 3.046687 -6.786045 -0.008 -0.006 0.007
H 1.299353 5.377931 -6.014644 -0.042 0.079 -0.005
H 0.410404 4.219016 -10.738095 -0.011 0.091 -0.029
H -0.494096 8.984708 -11.731405 0.004 -0.098 0.015
H -0.707815 11.326595 -10.970314 -0.006 0.005 -0.002
H -0.382357 11.885458 -8.583182 0.000 0.006 0.000
H 0.184105 10.105609 -6.964152 0.027 -0.087 0.025
C -7.359072 -3.777676 12.824863 0.044 0.009 -0.014
C -6.043496 -3.326619 12.847994 -0.041 -0.016 -0.019
C -5.263840 -3.398655 11.706423 0.003 0.047 0.127
C -5.793396 -3.931067 10.537776 -0.077 -0.047 -0.044
C -7.108558 -4.401500 10.519996 0.098 0.012 -0.050
C -7.890418 -4.314295 11.664583 -0.031 0.023 0.130
C -7.687784 -5.015009 9.290918 -0.175 -0.053 -0.003
O -8.831579 -5.417665 9.273712 0.025 0.005 0.003
C -6.817489 -5.124603 8.086489 0.073 0.030 0.043
C -7.313819 -5.738029 6.943258 -0.001 -0.044 -0.135
C -6.521272 -5.836831 5.811912 0.038 0.031 0.025
C -5.231244 -5.315926 5.814090 -0.064 -0.018 0.016
C -4.732088 -4.707282 6.952569 0.079 -0.044 -0.181
C -5.517350 -4.616365 8.093173 -0.068 -0.005 0.077
C -4.945104 -3.984876 9.314695 0.176 0.074 0.002
O -3.818653 -3.531233 9.314017 -0.016 -0.025 0.001
H -7.968720 -3.713280 13.716337 -0.002 0.000 0.006
H -5.627697 -2.916976 13.758936 -0.002 0.009 0.004
H -4.242305 -3.045074 11.715778 0.013 -0.010 -0.094
H -8.910685 -4.670896 11.640840 0.007 -0.038 -0.088
H -8.318432 -6.137338 6.946336 -0.024 0.038 0.088
H -6.908285 -6.319010 4.924135 -0.004 0.001 -0.007
H -4.615572 -5.388200 4.927261 0.003 -0.002 -0.004
H -3.729535 -4.302696 6.962049 -0.004 0.031 0.081
```
Positions in Å, forces in eV/Å.

The net charge is 0. The calculation puts the LUMO energy at -1.08 eV.